Entry 1:
A molecular structure, C51H62B2MnN12S3 at a distorted geometry, computed with the ωB97M-V functional and the def2-TZVPD basis.

Its energy above the lowest of the compared OMol25 structures with the same formula, charge and spin is 201.6 kcal per mole. For the highest occupied orbital energy (alpha / beta), the calculation gives -9.6079 / -9.7169 eV. The value obtained for the LUMO energy (alpha / beta) is -1.78 / -3.42 eV.

The geometry in ORCA input format:
```
! wB97M-V def2-TZVPD RIJCOSX def2/J DEFGRID3
* xyz 1 5
Mn -1.15 -0.39 -0.65
C -0.65 3.32 3.17
C -0.07 2.21 2.34
C 1.27 2.11 2.18
C 1.91 1.36 1.04
N -0.46 0.08 1.45
N -0.98 1.34 1.79
B -2.41 1.67 1.32
N -2.36 2.33 -0.10
N -1.88 1.61 -1.15
C -1.98 2.36 -2.24
C -2.54 3.60 -1.89
C -2.77 3.53 -0.53
C -3.41 4.55 0.37
C -1.59 1.90 -3.58
C -1.56 2.80 -4.64
C -1.18 2.39 -5.91
C -0.83 1.07 -6.15
C -0.86 0.16 -5.10
C -1.24 0.58 -3.83
N -3.25 0.37 1.12
N -2.97 -0.51 0.13
C -4.01 -1.32 -0.02
C -4.98 -0.99 0.94
C -4.48 0.09 1.63
C -5.09 0.87 2.75
C -4.01 -2.42 -0.98
C -4.80 -3.54 -0.75
C -4.74 -4.63 -1.61
C -3.90 -4.61 -2.72
C -3.14 -3.48 -2.98
C -3.20 -2.40 -2.12
C 3.20 0.61 1.26
C 3.82 0.41 2.43
C 5.00 -0.45 2.52
C 5.41 -1.22 1.52
C 4.71 -1.18 0.20
C 3.67 -0.07 0.00
H 0.14 3.84 3.71
H -1.16 4.04 2.53
H -1.39 2.94 3.88
H 1.88 2.81 2.73
H -2.99 2.39 2.08
H -2.78 4.43 -2.53
H -3.60 5.46 -0.19
H -4.36 4.18 0.76
H -2.78 4.79 1.23
H -1.82 3.84 -4.48
H -1.16 3.11 -6.72
H -0.54 0.75 -7.14
H -0.58 -0.88 -5.26
H -1.26 -0.15 -3.03
H -5.95 -1.44 1.08
H -5.99 0.35 3.09
H -4.40 0.97 3.58
H -5.38 1.87 2.43
H -5.44 -3.58 0.12
H -5.35 -5.50 -1.41
H -3.86 -5.47 -3.38
H -2.50 -3.44 -3.85
H -2.65 -1.50 -2.38
H 3.44 0.89 3.33
H 5.54 -0.48 3.46
H 6.28 -1.86 1.62
H 5.42 -1.23 -0.62
H 3.92 0.65 -0.78
C -2.72 -3.67 5.37
C -2.19 -3.79 3.94
C -1.19 -4.94 3.84
C -3.39 -4.02 3.02
N -1.47 -2.52 3.58
C -1.07 -1.57 4.51
C -0.57 -0.52 3.85
N -0.64 -0.84 2.51
B 0.81 0.15 0.61
N 2.34 2.45 0.04
C 3.09 3.49 0.57
C 3.17 4.46 -0.34
N 2.49 4.03 -1.47
C 2.04 2.76 -1.25
S 1.56 1.68 -2.48
C 2.29 4.94 -2.65
C 1.92 6.32 -2.09
C 1.17 4.48 -3.56
C 3.61 5.00 -3.42
N 1.52 -1.20 0.50
C 1.92 -2.08 1.48
C 3.04 -2.75 1.21
N 3.63 -2.27 -0.04
C 2.59 -1.11 -0.47
S 1.97 -1.04 -2.15
C 4.05 -3.42 -0.97
C 5.10 -4.26 -0.25
C 2.80 -4.25 -1.27
C 4.69 -2.89 -2.26
C -1.20 -2.07 2.32
S -1.23 -2.90 0.86
H -3.34 -4.53 5.58
H -3.33 -2.77 5.49
H -1.92 -3.66 6.11
H -1.68 -5.88 4.10
H -0.35 -4.79 4.51
H -0.82 -5.02 2.81
H -3.96 -4.87 3.40
H -3.09 -4.24 2.00
H -4.04 -3.14 3.01
H -1.15 -1.72 5.57
H -0.15 0.41 4.21
H 0.42 0.48 -0.51
H 3.51 3.44 1.56
H 3.65 5.42 -0.29
H 1.10 6.24 -1.38
H 1.59 6.96 -2.92
H 2.76 6.82 -1.61
H 0.23 4.34 -3.01
H 1.40 3.56 -4.09
H 1.01 5.27 -4.30
H 4.43 5.31 -2.77
H 3.53 5.72 -4.23
H 3.85 4.02 -3.83
H 1.33 -2.24 2.36
H 3.50 -3.54 1.78
H 4.72 -4.74 0.66
H 5.98 -3.67 0.01
H 5.42 -5.05 -0.92
H 2.40 -4.71 -0.37
H 3.07 -5.04 -1.97
H 2.02 -3.64 -1.72
H 5.73 -2.59 -2.10
H 4.14 -2.05 -2.69
H 4.69 -3.69 -2.99
*
```

These are the Mulliken partial charges, in e, on atoms 1 to 6: atom 1 (Mn): -0.2434, atom 2 (C): -1.3564, atom 3 (C): 0.2898, atom 4 (C): -2.3815, atom 5 (C): 2.1248, atom 6 (N): 0.4895

Entry 2:
3 unconnected molecules or ions with the total composition C51H62FNO7, computed with the ωB97M-V functional and the def2-TZVPD basis.

For the highest occupied orbital energy, the calculation gives -9.5089 eV. The SMILES is CCCCCCCCCCN(CCF)C(=O)OCCCCCCCCCOC.O=C1c2ccccc2C(=O)c2ccccc21.O=C1c2ccccc2C(=O)c2ccccc21. The value obtained for the LUMO energy is -1.00 eV.

The geometry in ORCA input format:
```
! wB97M-V def2-TZVPD RIJCOSX def2/J DEFGRID3
* xyz 0 1
C 1.78 7.69 -4.01
C 0.57 8.38 -4.65
C -0.42 7.40 -5.28
C 0.07 6.89 -6.64
C -0.74 5.74 -7.25
C -2.25 5.81 -7.05
C -2.97 4.54 -7.51
C -2.87 3.37 -6.52
C -1.84 2.30 -6.89
C -1.16 1.66 -5.67
N -0.98 0.21 -5.83
C -2.24 -0.56 -5.70
C -2.84 -0.97 -7.04
F -4.05 -0.31 -7.26
C 0.02 -0.35 -5.00
O 0.70 -1.29 -5.31
O 0.12 0.28 -3.81
C 1.06 -0.26 -2.88
C 1.29 0.74 -1.77
C 2.40 0.26 -0.82
C 2.03 0.35 0.67
C 1.47 -0.95 1.22
C 1.30 -0.98 2.74
C 1.05 -2.40 3.27
C 0.00 -2.52 4.38
C -1.27 -3.24 3.95
O -1.18 -4.61 4.33
C -2.36 -5.34 4.05
H 1.99 8.08 -3.01
H 1.62 6.61 -3.92
H 2.69 7.81 -4.60
H 0.92 9.06 -5.43
H 0.05 8.98 -3.91
H -0.57 6.55 -4.61
H -1.39 7.88 -5.41
H 1.11 6.57 -6.54
H 0.08 7.74 -7.34
H -0.36 4.79 -6.87
H -0.56 5.73 -8.33
H -2.49 5.97 -5.99
H -2.65 6.67 -7.59
H -4.02 4.78 -7.69
H -2.56 4.22 -8.48
H -2.63 3.78 -5.53
H -3.85 2.89 -6.41
H -1.08 2.74 -7.53
H -2.32 1.52 -7.48
H -1.75 1.88 -4.76
H -0.18 2.09 -5.52
H -2.04 -1.46 -5.12
H -2.98 0.04 -5.17
H -3.05 -2.04 -7.09
H -2.16 -0.69 -7.85
H 1.99 -0.50 -3.40
H 0.65 -1.20 -2.49
H 0.36 0.90 -1.22
H 1.57 1.69 -2.23
H 2.63 -0.79 -1.05
H 3.31 0.82 -1.01
H 1.27 1.13 0.80
H 2.90 0.67 1.26
H 2.12 -1.78 0.92
H 0.49 -1.13 0.77
H 2.19 -0.54 3.21
H 0.46 -0.33 3.02
H 2.00 -2.81 3.63
H 0.75 -3.03 2.43
H -0.28 -1.53 4.76
H 0.41 -3.08 5.22
H -1.38 -3.19 2.86
H -2.17 -2.79 4.39
H -2.93 -4.88 3.24
H -2.07 -6.34 3.75
H -2.99 -5.40 4.94
C 2.40 4.19 11.03
C 3.06 4.13 9.81
C 2.75 3.15 8.89
C 1.77 2.21 9.19
C 1.12 2.25 10.42
C 1.43 3.25 11.34
C 0.08 1.24 10.79
O -0.50 1.29 11.85
C -0.21 0.17 9.79
C -1.14 -0.81 10.12
C -1.44 -1.81 9.21
C -0.81 -1.84 7.97
C 0.12 -0.87 7.64
C 0.43 0.14 8.55
C 1.44 1.16 8.18
O 1.98 1.15 7.09
H 2.65 4.96 11.75
H 3.83 4.87 9.57
H 3.25 3.09 7.93
H 0.91 3.27 12.28
H -1.62 -0.77 11.09
H -2.16 -2.58 9.47
H -1.04 -2.63 7.26
H 0.62 -0.88 6.69
C 2.49 -7.16 1.69
C 1.49 -6.49 2.39
C 0.49 -5.83 1.70
C 0.47 -5.84 0.31
C 1.48 -6.51 -0.39
C 2.48 -7.17 0.30
C 1.51 -6.50 -1.88
O 2.37 -7.09 -2.50
C 0.44 -5.73 -2.59
C 0.47 -5.66 -3.98
C -0.50 -4.96 -4.66
C -1.52 -4.32 -3.95
C -1.56 -4.38 -2.57
C -0.57 -5.08 -1.88
C -0.62 -5.11 -0.39
O -1.51 -4.56 0.22
H 3.27 -7.68 2.23
H 1.50 -6.47 3.47
H -0.30 -5.31 2.23
H 3.24 -7.69 -0.26
H 1.27 -6.17 -4.50
H -0.48 -4.90 -5.74
H -2.29 -3.77 -4.49
H -2.34 -3.89 -2.01
*
```

These are the Mulliken partial charges, in e, on atoms 1 to 6: atom 1 (C): -1.1062, atom 2 (C): -0.6118, atom 3 (C): -0.4791, atom 4 (C): -0.7483, atom 5 (C): -0.1858, atom 6 (C): -0.5489

Entry 3:
A molecular structure, C51H65AsN5O4RuSi2 at a distorted geometry, computed with the ωB97M-V functional and the def2-TZVPD basis.

For the highest occupied orbital energy (alpha / beta), the calculation gives -0.4751 / -0.4723 eV. The value obtained for the LUMO energy (alpha / beta) is 4.04 / 4.02 eV.

The geometry in ORCA input format:
```
! wB97M-V def2-TZVPD RIJCOSX def2/J DEFGRID3
* xyz -2 2
Ru 0.10 0.61 0.09
O 1.89 -0.23 0.37
C 2.53 -0.26 1.50
C 3.70 -1.06 1.54
C 4.50 -1.12 2.66
C 4.18 -0.38 3.81
C 3.03 0.38 3.80
C 2.17 0.42 2.69
C 0.90 1.10 2.88
N -0.04 1.11 2.01
N -1.27 1.67 2.38
C -2.04 1.80 1.34
O -1.71 1.58 0.11
C -3.43 2.29 1.59
C -4.21 2.68 0.51
C -5.51 3.11 0.71
C -6.05 3.15 1.99
C -5.26 2.77 3.08
C -3.96 2.35 2.88
H 3.94 -1.61 0.64
H 5.38 -1.75 2.65
H 4.81 -0.42 4.69
H 2.76 0.95 4.68
H 0.68 1.55 3.85
H -3.78 2.64 -0.48
H -6.12 3.40 -0.14
H -7.07 3.48 2.15
H -5.67 2.79 4.08
H -3.33 2.04 3.71
C -0.01 -1.88 3.86
C 0.02 -2.39 2.41
C 0.88 -3.65 2.34
C -1.40 -2.61 1.93
C -2.17 -3.52 2.65
C -3.49 -3.76 2.34
C -4.09 -2.98 1.36
C -3.37 -2.04 0.64
C -4.18 -1.13 -0.27
C -4.82 -1.87 -1.45
C -5.30 -0.44 0.52
C -1.97 -1.91 0.85
N -1.19 -1.12 -0.05
C -1.42 -1.43 -1.35
O -1.94 -2.44 -1.81
C -1.05 -0.33 -2.32
C -1.77 -0.11 -3.48
C -1.54 1.05 -4.20
C -0.61 1.97 -3.72
C 0.07 1.67 -2.55
N -0.09 0.50 -1.93
C 0.91 2.69 -1.81
O 1.39 3.64 -2.43
N 0.98 2.43 -0.49
C 1.58 3.45 0.32
C 2.94 3.37 0.65
C 3.50 4.35 1.46
C 2.75 5.42 1.91
C 1.42 5.52 1.54
C 0.81 4.55 0.74
C -0.62 4.76 0.30
C -1.53 5.19 1.46
C -0.67 5.79 -0.83
C 3.84 2.32 0.01
C 4.95 1.84 0.94
C 4.46 2.91 -1.27
H 1.01 -1.69 4.21
H -0.46 -2.62 4.52
H -0.59 -0.96 3.94
H 0.48 -1.64 1.78
H 0.50 -4.43 3.01
H 1.91 -3.42 2.62
H 0.90 -4.05 1.32
H -1.70 -4.07 3.45
H -4.06 -4.50 2.89
H -5.15 -3.11 1.16
H -3.52 -0.35 -0.66
H -5.56 -2.59 -1.09
H -4.06 -2.42 -2.02
H -5.32 -1.17 -2.12
H -6.04 -1.18 0.85
H -5.81 0.29 -0.10
H -4.91 0.06 1.41
H -2.52 -0.83 -3.76
H -2.12 1.27 -5.09
H -0.44 2.93 -4.18
H 4.55 4.29 1.72
H 3.20 6.19 2.53
H 0.84 6.38 1.86
H -0.99 3.81 -0.09
H -1.29 6.20 1.79
H -1.43 4.51 2.31
H -2.58 5.18 1.14
H -0.36 6.77 -0.46
H -1.69 5.88 -1.22
H -0.01 5.50 -1.64
H 3.22 1.48 -0.28
H 5.70 2.61 1.10
H 5.45 0.98 0.49
H 4.56 1.53 1.91
H 5.12 3.75 -1.01
H 3.68 3.29 -1.94
H 5.04 2.15 -1.79
C 2.06 -6.22 -1.71
Si 0.71 -4.89 -1.96
C -0.72 -5.51 -0.90
C 0.21 -5.18 -3.77
As 1.58 -2.88 -1.24
Si 2.51 -2.11 -3.19
C 1.43 -1.87 -4.73
C 3.89 -3.27 -3.81
C 3.38 -0.48 -2.82
H 1.69 -7.24 -1.90
H 2.44 -6.18 -0.69
H 2.90 -6.03 -2.38
H -1.03 -6.51 -1.20
H -1.58 -4.83 -0.99
H -0.44 -5.53 0.16
H -0.13 -6.22 -3.90
H 1.05 -5.01 -4.44
H -0.61 -4.52 -4.06
H 0.79 -2.74 -4.89
H 2.05 -1.73 -5.63
H 0.77 -1.00 -4.62
H 3.47 -4.21 -4.18
H 4.56 -3.52 -2.99
H 4.48 -2.82 -4.62
H 2.67 0.27 -2.46
H 3.89 -0.06 -3.70
H 4.11 -0.63 -2.02
*
```

These are the Mulliken partial charges, in e, on atoms 1 to 6: atom 1 (Ru): 0.1402, atom 2 (O): -0.9937, atom 3 (C): 1.3057, atom 4 (C): -1.0899, atom 5 (C): -0.4677, atom 6 (C): -1.0515

no.,E (hartree)
1,-5032.77812
2,-2661.89341
3,-5467.05177